Record 1
The following is a DFT calculation (the ωB97M-V functional and the def2-TZVPD basis) of a 2-piece molecular cluster, C2H5NO2P overall at a distorted geometry.

As for the net charge: -1. The value obtained for the energy above the lowest of the compared OMol25 structures with the same formula, charge and spin is 5.1193 eV. The orbital gap (spin up / spin down) comes out at 5.153 / 7.381 eV.

Last columns: bonded neighbours and bond lengths (Å).
Atoms and positions in Å:
1 C 2.526 0.279 -0.203  O4 1.179, O5 1.235, P6 2.056
2 C -1.654 0.024 0.619  N3 1.478, H7 1.041, H8 1.076, H9 1.074
3 N -0.281 0.271 0.131  C2 1.478, P6 1.647, H10 1.109
4 O 2.323 1.440 -0.193  C1 1.179
5 O 3.507 -0.470 -0.172  C1 1.235
6 P 0.877 -0.900 0.143  C1 2.056, N3 1.647
7 H -1.967 -0.731 -0.025  C2 1.041
8 H -1.564 -0.047 1.688  C2 1.076
9 H -2.209 0.926 0.435  C2 1.074
10 H -0.145 1.071 -0.624  N3 1.109
11 H -1.414 -1.863 -1.799  no bonds

natural (NBO) atomic charge list, values in e, 4 entries: 0.662 -0.434 -0.921 -0.702

---

Record 2
The following is a DFT calculation (the ωB97M-V functional and the def2-TZVPD basis) of a 2-piece molecular cluster, C4H9N3 overall at a distorted geometry.

As for the SMILES: C=C(N)N.CC#N. The value obtained for the energy above the lowest of the compared OMol25 structures with the same formula, charge and spin is 2.2448 eV. The orbital gap comes out at 8.436 eV.

Last columns: bonded neighbours and bond lengths (Å).
Atoms and positions in Å:
1 C 0.542 -0.893 0.130  C2 1.398, H5 1.089, H6 1.088
2 C -0.679 -1.120 -0.512  C1 1.398, N3 1.348, N4 1.346
3 N -0.785 -1.032 -1.853  C2 1.348, H7 1.014, H8 1.013
4 N -1.806 -1.237 0.215  C2 1.346, H9 1.014, H10 1.014
5 H 0.639 -1.312 1.130  C1 1.089
6 H 1.442 -1.021 -0.467  C1 1.088
7 H -1.639 -0.601 -2.187  N3 1.014
8 H 0.018 -0.617 -2.308  N3 1.013
9 H -1.931 -2.106 0.722  N4 1.014
10 H -2.616 -0.764 -0.171  N4 1.014
11 C 1.549 1.803 1.125  C12 1.491, H14 1.092, H15 1.095, H16 1.095
12 C 0.337 1.384 0.364  C11 1.491, N13 1.194
13 N -0.666 1.772 -0.156  C12 1.194
14 H 1.529 2.878 1.319  C11 1.092
15 H 2.458 1.575 0.557  C11 1.095
16 H 1.607 1.291 2.091  C11 1.095

natural (NBO) atomic charge list, values in e, 4 entries: -0.643 0.443 -0.778 -0.838

---

Among the records above, which one has the highest energy above the lowest of the compared OMol25 structures with the same formula, charge and spin?
C2H5NO2P

---

What is the formula in the first record?
C2H5NO2P

---

Among the records above, which one has the highest energy above the lowest of the compared OMol25 structures with the same formula, charge and spin?
C2H5NO2P